ORCA calculation (the ωB97M-V functional and the def2-TZVPD basis) on C3H5Cl2F in the gas phase in a non-equilibrium geometry.

ORCA input file:
```
! RIJCOSX wB97M-V def2-TZVPD def2/J DEFGRID3
* xyz 0 1
C -2.2829 -0.6692 -0.2293
C -0.8565 -0.9044 -0.6407
C 0.1006 -0.1252 0.0988
H -2.8776 -1.5639 -0.6295
H -2.4258 -0.6363 0.8491
H -2.6913 0.3198 -0.6156
H -0.5907 -1.9308 -0.3993
H -0.7084 -0.6446 -1.6525
F -0.3597 -0.1446 1.4834
Cl 0.0118 1.6356 -0.2232
Cl 1.7979 -0.6974 -0.1459
*
```

Computed properties:
- Energy above the lowest of the compared OMol25 structures with the same formula, charge and spin: 8.73 kcal/mol
- E_HOMO: -11.29 eV
- Total energy: -30954.1123 eV
- Molecular weight: 130.98 g/mol